The following is a quantum chemistry calculation of a structure of composition C28H26IrN2O2S2, from OMol25.

Output
- energy above the lowest of the compared OMol25 structures with the same formula, charge and spin (eV) = 0.163
- energy (eV) = -61045.047
- HOMO (spin up / spin down) (eV) = -7.4 / -7.6

ORCA input file:
```
! RIJCOSX wB97M-V def2-TZVPD def2/J DEFGRID3
* xyz 0 2
C -2.68 1.06 1.59
C 0.06 -0.64 1.85
C -1.14 -1.45 3.75
C -2.44 1.22 -0.81
H 5.94 3.03 -2.13
H 4.28 4.65 -2.98
C 2.69 3.23 -3.06
C 4.56 1.41 -2.06
C -2.83 0.51 0.32
C 0.21 -4.46 -3.42
H -2.02 -2.08 0.62
H -1.80 -0.46 6.25
N 0.21 -2.24 -3.12
C 0.54 0.22 4.03
C -2.54 0.59 -2.17
H -2.96 0.49 2.46
C -1.11 -4.08 -3.17
H -0.39 -1.48 6.54
C -0.90 -1.51 2.39
C 1.89 1.11 2.12
H 1.48 1.86 1.44
H -3.12 -1.93 -2.63
C 0.28 -0.63 0.39
H 5.27 0.69 -1.67
C -2.06 -1.72 -2.61
O 0.37 -1.69 -0.31
H -1.90 -2.11 4.18
Ir 0.48 -0.52 -2.10
C -2.16 2.34 1.73
H 2.05 -3.19 -3.52
C 3.98 3.63 -2.80
C 3.24 0.98 -2.30
H -1.98 -4.72 -3.11
H -3.56 0.23 -2.34
C 0.81 0.22 2.67
C -1.79 3.06 0.60
C -1.93 2.51 -0.66
C -1.65 -2.51 1.55
H -2.50 -2.90 2.11
O 0.37 0.48 -0.26
H 2.40 1.62 2.94
C 2.31 1.90 -2.82
H 2.63 0.54 1.56
C 4.92 2.71 -2.31
S 2.78 -0.67 -2.02
H -2.31 1.32 -2.94
S 0.70 1.39 -3.24
H -1.61 3.06 -1.54
H -3.24 -0.48 0.21
H 1.12 0.87 4.67
H -2.04 2.77 2.71
C -1.09 -2.70 -2.96
C -0.44 -0.59 4.59
H -1.39 4.06 0.71
C -0.73 -0.56 6.06
H -0.22 0.28 6.54
N -1.62 -0.53 -2.33
C 0.99 -3.30 -3.37
H -1.00 -3.34 1.27
H 0.57 -5.45 -3.64
H 1.96 3.93 -3.43
*
```


The following is a quantum chemistry calculation of a cluster of 6 separate species, C28H26N6O8 in total in a non-equilibrium geometry, from OMol25.

Output
- energy above the lowest of the compared OMol25 structures with the same formula, charge and spin (eV) = 1.313
- energy (eV) = -54764.736
- SMILES string = O=[N+]([O-])c1ccccc1.O=[N+]([O-])c1ccccc1.O=[N+]([O-])c1ccccc1.O=[N+]([O-])c1ccccc1.CC#N.CC#N
- HOMO (eV) = -9.9

ORCA input file:
```
! RIJCOSX wB97M-V def2-TZVPD def2/J DEFGRID3
* xyz 0 1
H -2.31 1.93 -7.91
H 3.25 7.02 0.83
C -5.02 -0.05 -1.30
C 0.43 1.55 -5.26
H 2.49 -0.42 -0.76
H 1.17 1.41 -4.49
O 1.79 1.65 2.16
C -0.33 -3.56 5.20
N -2.36 -1.62 1.66
C 0.55 -4.60 5.26
H 1.69 2.63 -6.55
H 1.76 5.97 4.65
C -5.39 -0.08 0.05
C -3.82 -0.73 -1.69
C 2.06 -3.50 3.76
H -3.53 -0.74 -2.73
H 1.07 0.27 -0.21
C 2.02 5.63 3.66
O 3.88 -2.40 2.70
H 1.55 3.60 3.85
C 2.57 3.95 1.93
C 2.40 6.62 2.82
N 1.78 -4.08 0.47
H 3.73 4.88 0.25
H 1.33 -1.36 0.29
C 0.76 -1.24 -1.77
C 1.45 -0.69 -0.56
O -2.62 -1.58 2.84
C -3.01 -1.28 -0.73
C 0.72 2.20 -6.38
H -2.91 0.85 -5.68
C -1.92 1.20 -5.90
O 1.00 3.86 -8.71
H 2.41 -5.44 4.59
O -1.28 -2.00 1.28
C -0.86 1.07 -4.97
H -4.98 -0.68 2.01
C -3.37 -1.24 0.65
H 0.34 -5.48 5.84
C 1.71 -4.62 4.48
O -0.63 2.76 -9.59
C -0.29 2.36 -7.33
N 0.14 -1.67 -2.69
C -0.56 -4.95 1.32
H -2.07 -1.70 -1.03
H -1.05 0.62 -4.01
N 3.36 -3.45 3.06
H -6.33 0.30 0.42
H -1.23 -3.68 5.78
H -0.81 -4.33 2.18
C -0.06 -2.46 4.39
C 2.03 4.30 3.19
H -0.50 -5.93 1.81
C 2.98 6.29 1.58
H 2.57 7.64 3.14
C -4.62 -0.73 0.99
O 3.91 -4.55 2.93
N 2.47 2.51 1.50
H -0.64 -1.56 4.24
H -1.37 -4.75 0.62
H -5.70 0.41 -2.00
N 0.04 3.06 -8.60
C 1.15 -2.42 3.74
C 3.15 4.97 1.16
C 0.72 -4.40 0.82
H 1.49 -1.55 3.20
C -1.59 1.78 -7.12
O 3.27 2.21 0.71
*
```


The following is a quantum chemistry calculation of a structure of composition C28H27BBrN9O2Re in a non-equilibrium geometry, from OMol25.

Output
- energy (eV) = -119826.808
- HOMO (spin up / spin down) (eV) = -11.7 / -11.5

ORCA input file:
```
! RIJCOSX wB97M-V def2-TZVPD def2/J DEFGRID3
* xyz 1 3
C 0.86 -3.24 -3.54
H 1.83 3.26 0.47
H 1.79 0.15 2.00
C 1.57 0.42 -2.79
C 3.03 -1.92 -0.02
N -4.98 2.23 1.09
N -2.74 1.37 -0.53
H 3.73 1.47 -0.10
H 4.97 0.27 -0.41
C -1.26 4.19 0.88
H 3.53 0.33 -1.43
H 5.06 -1.06 1.55
N -1.31 2.86 0.82
Br -1.40 -2.89 -0.13
N 0.37 -1.32 -1.57
N -0.97 -0.04 1.54
C -5.13 3.59 2.85
C 0.06 4.59 0.75
H -0.07 -1.65 2.54
H 2.57 -5.57 -1.22
O 1.19 1.15 -1.82
C -3.80 3.35 2.58
H 0.44 5.59 0.76
H 4.21 -4.10 -2.32
H -4.72 1.85 -1.02
C 1.13 -1.05 -2.65
C 1.97 -4.08 0.19
C -0.19 -2.52 -1.53
H -0.48 -4.46 -2.38
N -0.07 2.38 0.62
H 2.04 -1.66 -4.46
B -2.53 1.89 0.89
Re 0.22 0.45 -0.16
H 3.64 -1.37 2.53
H 1.27 -4.73 0.71
C 0.77 3.41 0.59
C 3.61 -3.72 -1.51
C 1.41 -1.97 -3.64
C 2.14 -2.78 0.62
H -2.14 4.79 1.00
C -3.79 1.45 -1.36
C 3.21 -0.52 0.57
C -2.08 0.55 -2.40
H -2.18 -1.46 4.22
N -1.70 0.81 -1.16
C -0.88 -0.96 2.50
H -6.88 2.74 1.73
C -5.82 2.85 1.87
O 2.17 0.76 -3.78
H -1.41 0.12 -3.11
C 3.77 -2.41 -1.09
C -1.96 -0.86 3.36
H -2.92 3.69 3.08
N -2.09 0.68 1.78
H 1.60 -2.42 1.48
H -3.63 0.61 3.22
H 4.22 0.29 2.31
C 2.70 -4.56 -0.88
C -2.71 0.19 2.86
H 4.50 -1.79 -1.58
C 3.90 0.45 -0.41
H -3.99 0.84 -3.47
C -3.41 0.93 -2.58
H 1.07 -3.99 -4.29
H -5.54 4.20 3.62
C 1.85 0.01 0.92
N -3.74 2.54 1.49
C 0.02 -3.50 -2.49
C 4.09 -0.67 1.82
*
```


The following is a quantum chemistry calculation of a structure of composition C28H27Cl3IrN3OSe, from OMol25.

Output
- energy above the lowest of the compared OMol25 structures with the same formula, charge and spin (eV) = 0.194
- energy (eV) = -141736.343
- HOMO (spin up / spin down) (eV) = -10.0 / -10.8

ORCA input file:
```
! RIJCOSX wB97M-V def2-TZVPD def2/J DEFGRID3
* xyz 1 6
H 4.76 -2.70 -4.81
C 4.29 -1.99 -4.14
H 1.99 1.83 3.00
H 0.18 -4.63 4.00
H 0.96 5.49 -3.34
C 4.37 -2.12 0.97
C 3.11 -0.14 -2.43
C 0.56 -3.05 2.62
C 2.39 -1.26 -2.87
C 0.37 3.57 -2.60
C -2.90 -0.55 1.00
C -1.33 -2.34 1.28
Ir -0.07 0.11 -0.34
H -3.15 -3.41 1.61
Cl 1.27 2.71 -3.80
N 1.78 1.20 0.98
H -2.18 -4.91 3.30
N 0.76 -1.26 0.95
H 2.62 0.57 -1.79
C 5.01 -0.88 -3.69
H -1.78 -2.79 -1.24
H 4.52 1.26 0.97
H 4.97 0.91 -2.51
H 5.02 -2.98 0.92
H -1.57 5.47 0.13
H 1.46 3.15 0.32
C -0.23 -4.00 3.22
C -2.48 -2.07 -0.83
C 0.40 4.95 -2.59
C 2.99 -2.18 -3.73
H 0.42 2.20 2.24
H 2.57 -3.28 0.96
C -1.02 4.94 -0.64
H 6.03 -0.73 -4.02
C 2.16 -1.18 1.04
C 0.04 -2.22 1.61
Cl -1.90 2.69 0.55
H -2.46 -0.04 1.85
Cl -0.28 7.35 -1.58
C 2.71 0.11 1.01
H -3.26 0.19 0.29
C 3.00 -2.29 1.01
C -1.03 3.56 -0.68
H 2.42 -3.04 -4.08
C -0.35 2.82 -1.66
C -1.56 -4.16 2.84
C 1.21 1.46 2.32
C 4.91 -0.84 0.97
Se 0.63 -1.54 -2.33
O -0.35 1.50 -1.73
H -3.75 -1.15 1.34
C -2.10 -3.31 1.88
H 1.58 -2.91 2.95
H 5.99 -0.71 0.95
H 3.05 2.91 1.06
H -3.40 -2.59 -0.56
C -0.30 5.63 -1.61
H -2.72 -1.32 -1.59
H 2.71 2.28 -0.57
C 2.29 2.45 0.42
C 4.09 0.27 0.99
N -1.88 -1.39 0.34
C 4.41 0.04 -2.84
H 0.79 0.54 2.73
*
```


The following is a quantum chemistry calculation of a structure of composition C28H27CoN8O2S in a non-equilibrium geometry, from OMol25.

Output
- energy above the lowest of the compared OMol25 structures with the same formula, charge and spin (eV) = 1.189
- energy (eV) = -93939.310
- HOMO (spin up / spin down) (eV) = -12.6 / -12.6

ORCA input file:
```
! RIJCOSX wB97M-V def2-TZVPD def2/J DEFGRID3
* xyz 2 1
N 1.20 0.14 -2.71
H -1.14 0.24 -5.76
C -0.06 -4.27 -0.08
H -1.25 2.02 -4.01
H -4.14 -1.93 0.63
C 3.62 1.31 -0.76
C 0.32 1.15 -2.85
C -4.61 0.27 3.20
H 0.14 -5.33 -0.01
C -4.72 -0.92 2.43
H -0.71 2.26 2.89
C -1.27 -3.72 0.33
H 0.58 -1.55 -5.53
C -0.40 0.22 3.49
S -2.51 0.04 -0.83
C -0.24 1.32 2.65
C 0.29 2.22 -1.80
C 4.02 -0.93 -0.46
N 1.25 1.95 -0.73
C 1.29 -0.79 -3.66
H 0.23 -1.81 3.84
H -2.69 2.05 1.04
H -3.79 2.26 3.25
C 0.81 2.37 0.61
H 2.67 2.57 -2.15
H 1.85 -3.71 -0.88
H 1.70 -1.84 1.84
H -0.08 3.00 0.54
H 2.87 3.31 -0.56
N -1.54 -2.44 0.21
H 6.93 0.76 -0.32
C -0.47 0.22 -4.91
H 1.60 2.97 1.09
O -3.06 -0.93 -1.71
C 2.61 2.38 -1.07
H -1.03 0.28 4.36
H 2.05 -1.55 -3.52
C -3.31 0.04 0.76
N 0.60 -2.09 -0.71
C 1.09 -0.97 2.08
C 0.48 -0.79 -4.77
O -2.45 1.41 -1.26
C 0.87 -3.38 -0.58
H 5.33 2.62 -0.72
C -4.06 -1.03 1.23
H -5.81 -0.36 4.75
N -0.89 -0.36 -0.59
N 1.20 0.06 1.24
H -5.34 -1.72 2.79
H -0.73 2.23 -1.41
C -0.63 -1.65 -0.36
C -3.85 1.34 2.69
C 0.29 -0.95 3.20
C 0.55 1.20 1.52
H 3.60 -1.93 -0.40
H 6.04 -1.57 -0.15
C -0.54 1.21 -3.94
C 5.87 0.56 -0.41
Co 1.07 -0.11 -0.76
N -5.22 0.38 4.39
C 5.38 -0.73 -0.32
N 3.16 0.06 -0.67
C -3.21 1.22 1.48
H 0.48 3.19 -2.27
H -5.19 1.24 4.91
C 4.98 1.60 -0.63
H -2.05 -4.32 0.78
*
```


The following is a quantum chemistry calculation of a structure of composition C28H27CrN3O2S2Te in a non-equilibrium geometry, from OMol25.

Output
- energy above the lowest of the compared OMol25 structures with the same formula, charge and spin (eV) = 0.000
- energy (eV) = -95428.647
- HOMO (spin up / spin down) (eV) = -3.1 / -3.1

ORCA input file:
```
! RIJCOSX wB97M-V def2-TZVPD def2/J DEFGRID3
* xyz -1 2
C -1.33 -5.08 0.85
C -2.07 -5.70 1.84
C 0.64 2.70 2.38
H 2.41 3.83 2.83
H 1.17 8.40 0.70
C -3.35 -0.14 -1.54
H -0.04 -4.40 -1.65
C 3.09 -0.24 0.65
H -1.25 -3.18 -1.21
S 0.38 -1.98 2.81
H -1.35 -5.47 -0.16
H 1.53 -5.06 -0.07
H -1.26 -3.69 4.44
C 0.55 -2.38 -2.07
H -0.50 7.23 2.10
C 0.80 5.56 -1.11
H 1.43 -0.26 -3.24
H -2.61 -5.69 3.92
H 1.63 -2.54 -2.00
C -1.29 -0.27 -3.37
H -0.90 1.30 1.84
C 2.84 2.02 1.75
C 2.00 2.94 2.37
H 2.01 7.30 -1.36
C 0.13 1.58 1.73
O 2.37 -1.29 0.35
Cr 0.46 -1.24 0.63
O 4.29 -0.14 0.47
H 1.93 -4.01 1.32
H 1.17 5.09 -2.01
H 3.91 2.14 1.70
H -4.15 -0.07 -0.81
C 2.27 0.88 1.22
H 0.26 -2.49 -3.12
C -0.18 -3.41 -1.22
C -1.05 -0.59 -2.04
H 1.00 0.94 -1.98
C -0.17 4.88 -0.35
C -0.13 6.77 1.19
Te -0.94 3.01 -0.94
H 2.26 -0.29 -1.68
H -0.48 -0.31 -4.09
H 2.38 -3.50 -0.29
C 1.31 -0.09 -2.17
C -3.58 0.20 -2.86
C -0.61 5.52 0.81
C -1.28 -4.09 3.43
C -2.09 -0.54 -1.11
H -4.56 0.54 -3.17
C 0.81 7.42 0.41
C -2.04 -5.21 3.14
H -2.71 0.40 -4.82
H -2.68 -6.57 1.60
N 0.95 0.64 1.24
S -1.83 -0.96 0.58
H -0.05 3.39 2.84
H -1.36 5.03 1.42
C 1.27 6.80 -0.74
C -0.57 -3.96 1.15
C -2.55 0.13 -3.78
N 0.28 -1.00 -1.60
C -0.54 -3.43 2.45
C 1.63 -4.03 0.28
N 0.31 -3.35 0.16
*
```


The following is a quantum chemistry calculation of a cluster of 2 separate species, C28H27N4 in total in a non-equilibrium geometry, from OMol25.

Output
- energy (eV) = -35427.405
- HOMO (eV) = -9.7

ORCA input file:
```
! RIJCOSX wB97M-V def2-TZVPD def2/J DEFGRID3
* xyz 1 1
H -3.66 0.11 3.98
H -2.40 1.17 4.66
C -4.13 -0.25 -3.61
H -3.59 1.83 3.54
H -0.08 -1.67 -0.51
C -2.91 -1.79 2.22
H 5.21 0.30 -2.02
H -1.20 2.24 -3.27
H -0.44 -1.24 -2.48
H 4.15 -3.87 2.11
H 2.42 3.00 -0.74
C -0.90 2.73 2.65
C -0.53 0.70 1.06
C -4.40 1.12 -3.73
H -3.66 -1.80 3.01
C 4.28 -2.11 0.86
C 0.51 0.58 -3.02
H 1.92 -3.29 3.04
C -2.64 -2.92 1.43
C 2.38 -2.66 2.28
C 3.20 2.32 -1.10
H 5.27 -2.30 0.46
H 0.69 -1.31 2.21
H -1.47 -3.75 -0.20
H 4.18 2.75 -0.90
H 0.47 2.09 -0.26
H 5.85 1.12 -0.59
H -0.07 3.14 2.06
C 3.58 -0.97 0.47
H -0.59 2.70 3.71
C 1.68 -1.53 1.83
N -2.15 0.58 2.64
H 5.89 -0.66 -0.68
C -2.19 -0.64 1.95
H -3.47 3.09 -3.76
C -1.19 -0.58 0.95
C -1.66 -2.87 0.41
C 0.58 1.14 0.28
H -5.41 1.46 -3.94
H -1.76 3.41 2.55
H 3.05 2.23 -2.19
H -4.90 -1.00 -3.77
C -3.34 2.02 -3.61
C -2.86 -0.68 -3.30
C 3.65 -2.96 1.78
C -0.58 -0.19 -2.70
N -1.83 0.23 -3.12
H -3.18 -3.85 1.59
C 5.31 0.23 -0.93
N 4.00 0.11 -0.30
C -2.06 1.57 -3.33
H -2.55 -1.73 -3.23
C -0.90 -1.72 0.20
C -2.99 0.94 3.76
C 3.02 1.04 -0.40
C 1.84 0.55 0.24
C 2.26 -0.69 0.90
C -1.19 1.39 2.11
N 1.50 1.16 -3.28
*
```